199
Properties=species:S:1:pos:R:3:forces:R:3 method="wB97M-V/def2-TZVPD" spin_multiplicity=7 orbital_gap_ev="8.68 / 7.68" e_lumo_ev="0.438 / -0.562" s2=12.032
C 1.208 3.824 25.910 -0.8 0.5 -0.6
Cl 0.614 2.738 24.562 0.6 0.8 1.1
Cl -0.039 3.908 27.214 0.9 -0.2 -0.7
Cl 1.540 5.495 25.292 -0.3 -1.0 0.2
H 2.173 3.470 26.273 -0.5 -0.2 0.1
C 1.499 5.433 39.633 1.6 -0.9 0.4
C 2.421 5.836 38.441 -1.6 1.2 -2.0
C 1.886 7.250 38.014 -0.1 1.2 1.8
C 2.445 8.411 38.935 0.7 -1.0 -1.0
C 3.986 8.282 38.796 -1.1 1.1 1.1
C 4.551 6.927 39.346 1.5 2.6 -0.3
N 3.922 5.888 38.612 0.0 -6.1 0.9
O 4.468 4.586 38.863 -1.8 4.5 -1.0
C 6.103 7.010 39.123 -0.1 -0.9 0.0
C 4.362 6.855 40.862 -0.7 -0.5 0.2
C 2.040 5.017 37.180 0.5 -1.1 0.2
H 1.922 4.581 40.165 0.5 0.2 0.3
H 0.545 4.989 39.350 -0.1 0.8 -0.5
H 1.408 6.286 40.305 -0.3 -0.3 0.1
H 2.041 7.448 36.954 0.6 0.2 0.1
H 0.800 7.251 38.113 -0.1 -0.4 0.0
H 2.175 8.435 39.991 -0.2 -1.1 0.1
H 2.052 9.398 38.691 0.3 0.0 -0.9
H 4.395 9.093 39.399 0.4 -0.1 0.2
H 4.245 8.563 37.775 0.3 -0.7 -0.2
H 6.485 8.004 39.356 -0.3 0.1 0.1
H 6.613 6.309 39.784 -0.1 0.0 0.1
H 6.470 6.746 38.131 -0.5 0.1 -0.2
H 3.315 6.898 41.162 -0.1 0.5 -0.1
H 4.647 5.885 41.269 0.6 0.0 -0.3
H 4.939 7.653 41.331 -0.1 -0.1 0.1
H 2.392 5.447 36.242 0.2 0.2 0.2
H 0.959 4.910 37.099 -0.1 0.4 0.2
H 2.402 3.989 37.195 0.3 0.0 0.3
C -10.650 21.405 32.099 0.0 -0.5 0.5
C -11.590 20.744 31.052 0.8 1.0 2.0
C -10.992 21.200 29.778 1.1 0.3 -1.9
C -11.339 20.460 28.518 -0.5 -0.9 0.0
C -11.326 18.918 28.792 -0.2 2.1 -0.6
C -12.101 18.468 30.053 1.5 -1.9 -0.8
N -11.585 19.268 31.207 -2.7 -1.7 3.7
O -12.022 18.763 32.517 1.7 2.2 -5.2
C -13.602 18.408 29.839 -1.4 1.8 0.0
C -11.710 16.982 30.224 -0.1 -0.2 0.7
C -12.920 21.418 31.328 -1.0 0.0 0.2
H -10.709 22.485 31.967 -0.2 0.0 0.2
H -9.593 21.169 31.974 -0.1 -0.4 -0.1
H -10.944 21.111 33.106 0.0 0.2 0.0
H -11.202 22.256 29.605 -0.2 0.1 0.4
H -9.905 21.171 29.844 0.2 -0.2 0.2
H -10.583 20.696 27.769 0.0 -0.1 -0.1
H -12.281 20.809 28.096 -0.3 -0.2 0.1
H -10.261 18.695 28.848 -0.1 -0.6 0.3
H -11.736 18.481 27.881 0.0 -0.6 0.2
H -14.012 17.748 29.075 0.9 -0.6 0.0
H -14.176 18.225 30.747 0.3 -0.2 0.2
H -13.986 19.357 29.464 0.1 0.4 0.2
H -10.646 16.777 30.343 0.1 0.4 0.0
H -12.222 16.583 31.100 0.1 0.0 0.0
H -12.056 16.406 29.366 0.0 0.2 -0.1
H -12.831 22.502 31.255 0.3 0.0 0.0
H -13.197 21.211 32.362 -0.3 -0.2 -0.1
H -13.748 21.185 30.659 0.1 -0.4 0.0
C -8.070 9.680 22.790 -0.1 0.4 0.1
C -7.007 9.296 21.761 -0.4 -0.7 -1.7
C -7.648 9.412 20.307 0.3 1.1 1.1
C -7.869 10.870 19.823 -1.3 -1.2 -0.4
C -6.563 11.567 19.893 0.5 0.0 -0.4
C -5.990 11.579 21.313 -0.1 1.3 -0.8
N -5.818 10.157 21.733 3.0 0.7 5.1
O -4.970 10.060 22.975 -3.4 0.2 -4.8
C -4.679 12.345 21.204 1.4 -1.2 0.2
C -6.886 12.434 22.219 -0.9 0.3 0.1
C -6.627 7.792 21.965 -0.4 0.8 0.2
H -8.822 10.396 22.458 0.1 0.0 -0.5
H -7.616 10.187 23.641 0.0 -0.7 0.3
H -8.624 8.770 23.023 0.1 0.1 0.5
H -6.937 9.009 19.586 -0.2 -0.6 0.0
H -8.607 8.896 20.354 0.2 -0.3 -0.3
H -8.721 11.382 20.272 0.3 0.1 0.8
H -8.294 10.774 18.823 0.6 0.0 -0.5
H -6.526 12.557 19.438 -0.3 0.2 0.4
H -5.854 11.006 19.284 0.2 -0.2 -0.1
H -4.183 12.302 22.173 0.1 0.5 0.0
H -3.987 11.872 20.508 0.0 -0.5 0.0
H -4.751 13.345 20.775 -0.6 0.1 0.6
H -6.780 13.502 22.026 0.7 0.0 -0.2
H -7.944 12.343 21.974 -0.1 -0.6 0.4
H -6.712 12.296 23.286 0.0 -0.2 -0.1
H -5.780 7.468 21.360 0.0 0.2 0.1
H -7.508 7.217 21.681 0.0 -0.1 -0.2
H -6.479 7.556 23.019 0.4 0.2 0.0
C -14.976 5.657 31.834 -1.2 -1.0 0.0
C -15.634 6.991 31.470 0.9 0.3 -0.7
C -14.733 7.647 30.362 1.2 -0.9 -0.5
C -15.252 8.848 29.639 -2.1 -0.4 0.8
C -16.659 8.482 29.136 1.1 -0.1 0.0
C -17.632 7.902 30.174 -1.5 2.0 -1.9
N -17.024 6.774 30.902 -3.3 -0.9 3.0
O -18.014 6.134 31.735 4.1 2.1 -2.8
C -18.095 9.119 31.030 -0.4 -0.3 1.4
C -18.945 7.464 29.312 0.9 -0.4 2.0
C -15.566 7.860 32.707 -0.6 0.1 1.7
H -15.175 4.901 31.075 0.6 0.2 -0.6
H -15.455 5.151 32.673 -0.2 0.6 0.5
H -13.925 5.774 32.097 0.0 0.1 -0.4
H -13.765 7.976 30.742 0.0 -0.4 0.9
H -14.431 6.867 29.663 -0.3 -0.2 -0.3
H -14.678 9.227 28.793 0.4 -0.2 0.3
H -15.337 9.601 30.422 0.0 0.6 -0.3
H -16.509 7.696 28.396 -0.1 0.2 -0.5
H -17.035 9.404 28.693 -0.7 -0.4 -0.2
H -17.339 9.675 31.584 0.5 -0.1 -0.4
H -18.683 9.862 30.491 0.3 -0.2 -0.6
H -18.773 8.855 31.842 -0.1 -0.7 0.0
H -19.757 7.428 30.039 -0.1 -0.4 -0.1
H -19.289 8.153 28.540 0.7 0.2 0.0
H -18.790 6.467 28.901 0.0 0.1 -0.1
H -16.478 7.775 33.298 -0.3 0.1 -0.2
H -15.312 8.918 32.641 -0.2 0.0 -0.6
H -14.837 7.450 33.406 0.3 -0.1 -0.2
C -7.199 11.417 40.540 -1.2 0.6 -1.2
C -7.066 10.649 41.826 2.4 -0.8 1.0
C -7.627 11.450 43.047 -0.7 -0.7 -1.8
C -9.137 11.320 43.100 -0.6 0.1 1.2
C -9.582 9.869 43.137 0.7 0.0 0.7
C -9.122 9.013 41.950 0.3 -0.5 2.3
N -7.579 9.216 41.857 0.1 -2.3 -4.5
O -6.956 8.320 40.837 -2.4 3.7 4.1
C -9.484 7.571 42.380 0.3 -0.3 -0.4
C -9.950 9.318 40.772 0.3 0.6 -2.6
C -5.510 10.592 42.016 -0.4 -0.7 0.0
H -8.229 11.659 40.278 -0.2 0.0 0.0
H -6.752 10.972 39.651 -0.1 -0.6 0.3
H -6.692 12.380 40.586 0.1 0.1 0.5
H -7.205 11.080 43.982 0.1 0.0 -0.1
H -7.373 12.496 42.875 0.3 0.0 0.2
H -9.747 11.879 42.391 0.6 0.1 -0.6
H -9.419 11.793 44.041 -0.3 -0.1 0.3
H -10.653 9.786 43.317 -0.1 0.0 -0.5
H -9.163 9.367 44.009 0.3 0.2 0.3
H -10.541 7.499 42.635 -0.1 0.5 0.2
H -9.418 6.853 41.563 0.6 0.0 0.0
H -8.932 7.238 43.259 0.2 0.0 -0.2
H -9.922 10.336 40.383 0.2 0.3 0.4
H -9.544 8.744 39.938 -0.3 -0.3 -0.2
H -11.009 9.098 40.901 0.2 -0.3 0.3
H -4.997 10.495 41.059 -0.1 0.5 -0.1
H -5.152 9.700 42.530 -0.4 0.1 0.5
H -5.239 11.495 42.562 0.4 -0.1 -0.2
C -0.630 14.128 30.842 -1.6 0.0 -0.5
C -1.587 15.038 31.731 1.4 -1.9 -0.7
C -1.609 14.241 33.085 -1.7 0.9 0.4
C -2.272 15.067 34.169 1.0 -0.1 0.1
C -1.527 16.377 34.327 -1.6 0.9 -0.2
C -1.430 17.264 33.017 0.4 0.4 1.8
N -0.988 16.403 31.910 0.3 2.5 -4.2
O -0.655 17.172 30.694 -1.5 -3.5 4.7
C -2.822 17.945 32.797 0.4 -0.2 -1.0
C -0.346 18.369 33.326 -0.6 -0.2 -0.3
C -3.051 15.010 31.083 1.4 0.9 0.3
H -0.726 14.381 29.786 0.5 0.4 0.0
H -1.086 13.138 30.876 -0.3 -0.2 0.1
H 0.398 13.892 31.120 0.0 1.0 0.3
H -2.318 13.417 33.014 0.5 -0.5 -0.8
H -0.665 13.864 33.479 0.3 0.2 -0.6
H -2.198 14.535 35.117 -0.1 -0.1 0.1
H -3.338 15.203 33.986 0.0 0.2 -0.2
H -0.593 16.255 34.875 0.1 0.0 -0.4
H -2.238 16.904 34.964 0.6 0.7 0.4
H -2.936 18.146 31.732 0.1 0.1 -0.1
H -3.690 17.339 33.058 0.2 -0.2 0.3
H -2.897 18.908 33.301 0.1 -0.2 0.2
H 0.113 18.805 32.439 0.1 -0.5 -0.1
H -0.780 19.238 33.820 -0.4 -0.2 0.2
H 0.385 17.971 34.030 0.3 0.0 -0.4
H -3.032 15.304 30.034 0.4 -0.1 -0.1
H -3.669 15.772 31.557 -0.2 -0.4 0.2
H -3.478 14.009 31.146 0.0 0.1 0.2
N -6.131 7.807 33.389 1.3 -0.9 -0.3
C -5.423 7.403 32.286 0.7 0.1 -1.1
C -5.854 8.123 31.190 -0.3 -0.9 0.6
C -6.953 8.901 31.639 1.2 0.5 -1.1
C -6.988 8.758 32.987 -2.6 0.7 0.7
H -6.041 7.365 34.293 -0.2 0.4 -0.2
H -4.607 6.695 32.268 -0.2 0.0 0.6
H -5.490 8.022 30.178 0.0 0.0 0.1
H -7.500 9.537 30.960 -0.3 0.2 0.5
H -7.741 9.176 33.638 0.2 -0.1 0.2
N -9.157 0.915 26.151 0.4 -0.5 -0.9
C -7.851 0.712 26.527 0.3 -1.2 -0.3
C -7.530 1.471 27.600 -1.8 1.7 -0.7
C -8.708 2.338 27.743 0.5 -0.5 0.9
C -9.707 1.940 26.864 1.4 0.2 1.2
H -9.597 0.406 25.397 0.1 0.3 0.2
H -7.173 0.057 26.000 -0.4 -0.3 -0.1
H -6.565 1.531 28.081 -0.2 0.1 0.0
H -8.740 3.098 28.510 -0.4 0.1 -0.1
H -10.736 2.251 26.763 0.2 0.0 -0.1



76
Properties=species:S:1:pos:R:3:forces:R:3 method="wB97M-V/def2-TZVPD" orbital_gap_ev=9.90 e_lumo_ev=2.195 charge=-1
As 0.423 0.113 -0.617 1.1 0.7 -1.6
F 0.927 0.400 1.056 -0.4 0.3 -1.0
F 1.907 0.826 -1.285 -1.0 -0.4 0.8
F -0.085 -0.213 -2.310 0.1 0.2 1.3
F -1.041 -0.634 -0.023 0.3 0.7 -0.2
F -0.315 1.770 -0.806 0.1 -1.6 0.5
F 1.226 -1.424 -0.563 -0.2 0.1 0.0
C 3.748 -3.253 -0.610 -1.8 0.8 0.3
O 4.181 -2.140 -1.398 0.5 -0.8 0.4
H 3.123 -2.936 0.233 0.4 0.4 0.3
H 2.990 -3.846 -1.129 0.6 -0.5 -0.5
H 4.543 -3.847 -0.170 0.4 0.1 -0.6
H 3.403 -1.676 -1.723 -0.1 0.0 0.2
C -3.039 -3.106 -0.758 0.5 -0.1 -1.0
O -2.916 -4.298 -1.552 -0.7 -0.2 0.4
H -3.345 -3.250 0.279 0.3 -0.4 0.1
H -2.065 -2.632 -0.857 -0.3 0.7 0.6
H -3.817 -2.481 -1.197 0.1 0.0 -0.2
H -1.986 -4.518 -1.627 0.0 0.0 0.1
C -0.288 -3.988 1.390 -1.3 -0.1 0.8
O 0.191 -5.217 0.900 0.6 -0.3 -0.6
H -0.175 -3.970 2.478 0.4 0.6 0.0
H 0.138 -3.129 0.877 0.4 -0.2 0.1
H -1.375 -3.944 1.255 0.0 0.1 -0.2
H 0.163 -5.855 1.613 0.0 -0.1 0.0
C -1.530 0.819 3.481 -1.8 -1.9 -0.1
O -0.174 0.599 3.671 0.8 0.5 0.5
H -1.768 1.155 2.471 -0.1 0.5 0.2
H -2.043 -0.155 3.578 0.1 -0.2 -0.5
H -2.094 1.311 4.280 0.8 1.1 -0.1
H 0.258 0.764 2.827 0.2 0.0 0.0
C 1.686 3.690 0.795 1.9 0.8 0.2
O 0.334 3.735 0.999 -1.9 0.1 0.4
H 1.957 3.549 -0.254 0.1 -0.3 0.1
H 2.097 4.661 1.103 -0.1 0.1 -0.2
H 2.223 3.001 1.459 -0.2 -0.5 -0.3
H -0.123 3.205 0.339 0.3 -0.2 0.1
C -1.167 2.459 -5.960 -0.1 0.8 0.5
C -0.229 1.471 -5.288 -1.1 -0.4 -1.1
C -0.392 0.066 -5.981 0.1 0.8 1.3
O 0.962 -0.245 -6.261 -0.7 -1.9 -0.1
C 1.787 0.739 -5.978 1.8 1.2 -0.9
O 2.964 0.706 -6.228 -1.0 0.1 0.6
O 1.119 1.827 -5.525 0.7 -0.4 -0.5
H -1.060 2.492 -7.044 0.3 -0.2 0.0
H -0.982 3.468 -5.585 0.0 0.0 0.0
H -2.225 2.263 -5.776 0.1 -0.3 0.2
H -0.260 1.415 -4.202 -0.9 -0.1 0.0
H -0.968 -0.013 -6.903 0.1 0.7 -0.1
H -0.887 -0.609 -5.281 0.6 -0.4 0.1
C -3.366 0.728 -1.782 0.2 -0.2 0.1
C -3.383 1.755 -0.675 -0.9 -0.6 0.2
C -3.044 3.218 -0.882 2.2 0.1 0.8
O -4.238 3.945 -0.842 -0.7 0.4 -0.3
C -5.162 3.186 -0.237 -0.6 -1.0 -0.4
O -6.251 3.538 0.095 0.2 0.3 0.1
O -4.732 1.907 -0.149 0.0 0.0 0.3
H -3.640 -0.237 -1.353 -0.4 0.1 0.0
H -2.325 0.545 -2.051 0.0 0.3 -0.5
H -4.016 0.939 -2.630 0.2 0.2 -0.1
H -2.786 1.285 0.105 0.1 0.5 0.2
H -2.409 3.472 -1.729 -0.5 -0.1 -0.3
H -2.482 3.531 0.005 0.2 0.0 -0.1
C 2.687 -1.140 3.894 1.2 0.7 0.4
C 2.726 -0.401 5.250 -2.4 -0.4 -0.7
C 3.199 -1.132 6.497 0.6 -0.6 -0.5
O 4.308 -0.356 6.969 0.1 0.8 -0.1
C 4.425 0.796 6.221 -1.8 -1.0 -0.5
O 5.108 1.731 6.441 0.7 0.0 0.3
O 3.526 0.737 5.188 1.8 0.9 0.3
H 1.889 -1.866 3.758 0.0 0.0 0.4
H 3.676 -1.573 3.721 -0.1 -0.3 -0.1
H 2.564 -0.376 3.126 -0.1 0.0 0.0
H 1.714 -0.005 5.381 -0.1 -0.2 0.2
H 3.574 -2.118 6.218 0.0 -0.1 0.2
H 2.435 -1.239 7.264 0.1 0.2 0.1



17
Properties=species:S:1:pos:R:3:forces:R:3 method="wB97M-V/def2-TZVPD" orbital_gap_ev="7.58 / 8.07" e_lumo_ev="0.264 / 0.346"
C -2.469 2.392 0.831 -2.8 0.8 -1.4
C -1.281 1.992 0.519 2.1 -2.3 1.5
C -0.883 -0.501 0.964 -2.4 0.4 0.4
C 1.935 -2.232 0.220 -1.9 -0.5 0.2
C 0.497 -0.160 -1.623 2.2 -0.3 0.1
O -1.861 -1.071 1.330 2.0 0.9 -0.6
F 1.625 0.454 0.906 0.6 0.9 0.6
Si 0.847 -0.704 0.183 -0.7 0.1 -1.6
H -2.822 3.419 0.547 0.6 -0.4 0.8
H -3.385 1.756 0.967 1.2 0.1 0.1
H -0.299 2.481 0.547 -0.6 0.0 -0.6
H 1.669 -2.916 1.026 -0.5 0.0 0.1
H 1.613 -2.738 -0.702 0.8 -0.1 0.1
H 2.984 -2.139 0.387 0.8 0.6 -0.6
H 1.498 0.324 -1.804 -0.5 -0.3 0.0
H 0.508 -0.981 -2.364 -0.3 0.2 0.5
H -0.176 0.625 -1.936 -0.6 -0.1 0.5



11
Properties=species:S:1:pos:R:3:forces:R:3 method="wB97M-V/def2-TZVPD" orbital_gap_ev=10.38 e_lumo_ev=0.601
O -1.494 -0.690 -1.023 0.1 0.1 0.2
C -0.825 -0.337 -0.096 -0.1 0.0 0.0
C 0.213 0.802 0.117 0.1 0.1 -0.1
C 0.311 0.192 1.506 -0.2 -0.3 0.0
C -0.600 -0.782 1.314 0.2 0.2 0.0
H 1.105 0.735 -0.513 -0.1 0.0 0.1
H -0.199 1.815 0.062 0.0 -0.1 0.0
H 0.927 0.459 2.357 -0.1 0.0 -0.1
H 1.114 -0.214 -2.964 0.0 0.0 0.0
H -1.000 -1.577 1.928 0.0 0.0 0.0
H 0.450 -0.403 -2.688 0.0 0.0 0.0